Density functional theory data (ωB97M-V with the def2-TZVPD basis set) for C7H15N in the gas phase.

Output
- SMILES: CC(C)[C@H]1[C@@H](C)N1C
- HOMO level: -8.990 eV
- Energy relative to the best compared isomer or geometry (same formula, charge and spin): 144.41 kJ/mol

Geometry (Å):
H -2.42 0.53 0.90
C -0.10 0.25 -0.45
H 3.02 -1.32 -0.91
H -1.73 0.36 2.51
H -1.73 -1.04 1.46
C -1.62 0.05 1.47
C -0.18 0.64 1.00
H 0.57 0.13 1.61
C 1.13 -0.35 -1.06
H 2.19 -1.15 0.64
H -0.33 2.40 2.25
C -0.99 -1.63 -1.76
C 2.38 -0.66 -0.31
H 2.95 0.26 -0.13
H 1.31 -0.14 -2.11
C -0.08 2.14 1.21
H -0.73 0.87 -1.09
H 0.93 2.50 1.01
H -0.38 -2.06 -2.56
H -1.61 -0.83 -2.19
N -0.16 -1.20 -0.64
H -1.66 -2.42 -1.41
H -0.77 2.68 0.55

Density functional theory data (ωB97M-V with the def2-TZVPD basis set) for C7H15N2O3PS in the gas phase.

Output
- SMILES: CCNC(=O)O[C@H]([PH2]=S)N(C)C(C)=O
- HOMO level: -8.839 eV
- Energy relative to the best compared isomer or geometry (same formula, charge and spin): 0.00 kJ/mol

Geometry (Å):
C -2.15 1.32 -0.97
H 4.19 -1.12 0.49
H 2.47 -2.37 -0.60
H -1.98 -2.16 1.55
H -2.40 -1.10 -2.38
C 3.68 -0.73 -0.39
O -2.71 1.60 -2.01
H -3.18 2.48 0.48
H 4.28 -0.99 -1.26
H -3.48 -0.87 -1.00
H 3.98 1.17 0.64
H 2.54 1.15 -0.39
C 1.45 -1.03 0.42
H -1.55 2.09 1.04
H -2.09 -1.98 -0.89
O 0.16 -1.22 0.00
C -2.44 -1.03 -1.29
H -0.26 0.68 0.67
N -1.56 0.05 -0.83
O 1.72 -0.63 1.51
N 2.36 -1.36 -0.61
H -3.06 -0.24 1.55
H 4.14 1.27 -1.12
P -1.80 -0.80 1.83
C 3.58 0.81 -0.31
S -1.16 -0.35 3.60
C -0.79 -0.22 0.36
H -1.79 3.28 -0.24
C -2.14 2.33 0.16

Density functional theory data (ωB97M-V with the def2-TZVPD basis set) for a molecular structure, C7H15N2Os.

Output
- Charge: +1
- HOMO level (spin up / spin down): -10.345 / -12.713 eV
- Multiplicity: 5
- Energy relative to the best compared isomer or geometry (same formula, charge and spin): 229.32 kJ/mol

Geometry (Å):
H 4.61 1.85 5.00
H 1.38 3.36 3.70
H 3.10 2.46 5.73
C 1.74 2.44 3.25
H 2.78 -0.91 1.49
C 3.34 0.62 3.05
H 3.99 3.47 4.56
H -1.45 -0.56 -3.00
H 0.11 -0.95 0.79
C 2.91 1.81 3.67
C 0.99 1.86 2.24
H 1.13 0.40 -2.29
H 1.23 1.60 -1.16
H 4.26 0.11 3.38
C -1.98 -0.49 -2.01
N 1.61 0.68 -1.41
C 3.70 2.43 4.80
Os 1.64 -0.44 0.35
N 1.35 0.67 1.74
H -1.33 -0.06 -1.26
H -2.37 -1.45 -1.61
H 0.08 2.24 1.79
H 2.56 0.89 -1.71
H -2.71 0.26 -2.03
C 2.56 0.09 2.00

Density functional theory data (ωB97M-V with the def2-TZVPD basis set) for 2 unconnected molecules or ions with the total composition C7H15N2S.

Output
- Charge: -1
- HOMO level: -1.163 eV

Geometry (Å):
N 0.45 0.17 3.34
H 2.50 -2.70 -3.20
N 2.36 -0.64 0.48
C 0.24 1.40 2.47
H 0.80 -0.97 -3.86
H -3.46 0.92 3.20
H 0.84 -3.33 -3.14
C 0.99 -1.19 -2.80
H 1.67 -2.91 -1.65
H 1.50 0.86 -2.35
H -4.09 2.24 1.98
H 1.04 -0.47 2.75
H -2.89 -0.27 1.14
H -2.96 1.34 0.10
S -0.64 0.94 0.88
C -3.10 1.67 2.35
H 2.90 -0.16 -2.75
C 1.54 -2.61 -2.69
H -2.38 2.51 2.74
C 2.16 -0.41 -0.75
H 0.02 -1.15 -2.29
H -0.24 2.29 3.06
H 1.33 1.76 2.16
C 1.93 -0.14 -2.23
C -2.50 0.84 1.08

Density functional theory data (ωB97M-V with the def2-TZVPD basis set) for C7H15N3 in the gas phase.

Output
- SMILES: CC(=C=N)[C@@](C)(N)[C@H](C)N
- HOMO level: -7.519 eV
- Energy relative to the best compared isomer or geometry (same formula, charge and spin): 211.14 kJ/mol

Geometry (Å):
C 0.56 1.10 0.75
H 0.81 1.97 -1.07
C 0.64 -0.46 0.01
H -0.66 2.28 -0.40
H -1.39 1.40 1.74
N 0.34 2.20 -0.19
C 0.77 -1.48 1.16
N -2.87 -0.17 0.11
H -0.12 -1.49 1.79
H -0.07 2.27 2.46
H 1.59 1.20 1.10
H 0.21 -0.21 -2.80
C -0.32 1.32 1.98
H -3.47 0.12 -0.67
H 1.83 -1.20 -1.55
H -1.50 -0.58 -2.80
C -0.55 -0.84 -2.32
C -0.61 -0.64 -0.83
H 2.68 -0.76 -0.21
C -1.76 -0.41 -0.25
H -0.18 0.54 2.73
H -0.34 -1.88 -2.56
H 1.62 -1.25 1.81
N 1.86 -0.54 -0.78
H 0.91 -2.49 0.77

Density functional theory data (ωB97M-V with the def2-TZVPD basis set) for a gas-phase ion, C7H15N3 (charge +2).

Output
- Charge: +2
- SMILES: C=N/C(=[NH+]\C)[N+](=C)C(C)C
- HOMO level: -18.783 eV
- Energy relative to the best compared isomer or geometry (same formula, charge and spin): 530.96 kJ/mol

Geometry (Å):
C 0.56 -0.71 -0.28
C 2.36 0.41 -1.70
H -0.90 3.19 1.36
N 1.22 0.18 -1.28
C -2.13 0.75 0.15
C -0.73 1.12 0.62
H 3.28 -0.17 -1.41
H -0.69 -2.28 -0.18
H 1.55 -2.15 -2.11
H -0.11 -2.06 -2.67
H -0.29 1.68 -0.15
H 2.55 0.96 -2.66
H 0.10 -0.06 2.93
H -2.70 0.33 0.94
H 0.30 -3.58 -1.70
N 0.10 -0.04 0.95
C 0.50 -2.50 -1.92
H 0.21 2.14 2.23
C 0.53 -0.41 2.08
H -2.41 1.76 -0.15
N 0.08 -1.86 -0.67
H -1.46 2.16 2.46
C -0.76 2.24 1.72
H 1.23 -1.26 2.12
H -2.39 0.17 -0.68

E (computed, eV): -8990.993; -36748.635; -12936.114; -21313.946; -11969.912; -11951.812